C38H64N8O3 | ωB97M-V with the def2-TZVPD basis set

Last column: Mulliken charge in e.
Atoms and positions in Å:
H (8.09495, 3.76336, 0.08039)  0.301
H (5.65265, 3.49257, 0.49476)  0.314
C (-0.59767, 0.39921, 0.38786)  0.761
H (-0.51240, -2.77187, 1.90256)  0.183
H (0.44260, 0.71794, 0.25661)  -0.009
C (1.41924, -0.61147, 5.80887)  -0.691
N (2.24973, 1.23220, -0.48661)  -0.535
H (3.75419, -0.22210, -4.42338)  0.018
H (-9.26072, 3.78412, 2.93336)  0.312
H (0.80387, -0.11167, 6.55293)  0.494
N (-1.61812, -1.29646, -3.02908)  -0.332
H (1.35022, -1.94770, 4.13066)  -0.414
H (-3.87872, -3.32341, -1.23258)  0.209
H (-2.27348, 0.31425, -1.04645)  0.084
C (-3.71258, 3.31061, 1.98640)  1.423
H (5.47262, 0.68369, -6.97757)  0.382
H (-3.64689, 4.25120, 3.91798)  0.371
H (4.17735, -0.43025, -6.56836)  0.239
H (3.67087, -1.07159, -2.07719)  0.383
H (-1.66023, -1.52459, 0.18669)  0.188
H (-4.54076, -2.00833, -3.92324)  0.357
H (2.46230, -6.08190, 2.31647)  0.364
C (1.75837, -5.50588, 2.91865)  -0.330
H (3.82977, 1.29463, -6.75772)  0.339
H (1.93258, -7.43843, 5.81873)  0.347
C (-7.69733, 3.51870, 1.45729)  -0.321
H (0.76104, -1.54186, 2.02822)  0.342
H (-3.45077, 2.31661, 2.34866)  -0.413
H (8.56321, 1.66675, -1.19762)  0.354
C (-3.18332, 4.38735, 2.93858)  -0.545
C (3.67845, -0.00088, -2.28880)  -0.464
C (2.67566, -0.02752, -8.93609)  -0.385
N (2.95466, -3.36271, 3.80220)  -0.471
C (-0.60368, -1.02768, 4.31239)  0.162
H (-7.14043, 4.40162, 1.78066)  0.279
O (-3.03944, -0.11402, 2.09893)  -0.412
H (1.33699, -0.02877, -4.87587)  0.402
H (8.21835, 0.70780, 0.24959)  0.298
H (2.23268, 1.23821, 5.41434)  0.195
C (2.34523, -6.82140, 5.02028)  -1.166
O (-2.84794, -0.31589, 4.31013)  -0.358
C (4.15130, 0.24997, -8.63300)  -0.516
H (-1.33437, 5.10490, 3.79963)  0.373
C (8.57028, 1.67854, -0.10649)  -1.160
H (4.46469, 1.13899, -9.18398)  0.323
H (0.36482, -2.44500, 5.48835)  0.332
C (-0.69346, -1.12383, 0.50388)  -0.866
H (-1.33737, 3.37056, 3.46259)  0.205
H (-2.47131, -4.28978, -3.05888)  0.329
C (-4.26881, -3.36604, -2.25208)  -0.311
H (-9.73383, 2.77823, 1.56283)  0.306
H (0.03417, -1.53268, -0.20891)  0.538
O (-1.55755, 0.26025, 6.05281)  -0.506
H (0.51083, -5.76514, 4.66239)  0.274
C (1.23586, -6.34639, 4.08827)  -0.430
H (-4.67047, -1.23886, -2.33979)  0.274
H (-5.32940, -3.61570, -2.17919)  0.320
H (-0.75226, 0.98718, -1.72772)  -0.135
C (-3.54669, -4.46960, -3.01748)  -1.169
H (-3.69720, -5.43291, -2.52858)  0.348
H (-6.44158, 3.20005, -0.27533)  0.242
H (0.93382, -5.20065, 2.27343)  0.189
H (3.15948, 1.34405, -3.89658)  0.289
H (-1.16245, 4.53845, 2.14432)  0.375
C (2.87207, 0.69371, -1.27237)  0.180
H (4.70663, 0.35459, -2.22226)  0.212
C (-9.76677, 4.84184, 1.19913)  0.211
C (7.70946, 2.80934, 0.44605)  -0.429
H (-0.98784, 0.94659, 1.25175)  -0.160
C (2.43802, -4.29854, 3.41489)  0.279
H (-7.27377, 2.66024, 1.98397)  0.297
C (-0.31269, -1.69315, 1.88553)  -0.443
C (-3.14312, 3.49495, 0.64275)  0.296
C (-1.66680, 4.34426, 3.09233)  -1.162
C (1.68401, -0.21567, -3.85900)  -0.923
C (6.06814, 2.69554, -1.39438)  0.206
H (2.85990, -5.98207, 5.49078)  0.342
C (-1.03439, -1.08269, 3.06189)  0.700
N (5.95166, 2.72449, -2.52330)  -0.471
H (2.05392, 0.80725, -8.60923)  0.280
N (1.89212, -2.19671, -7.71500)  -0.432
H (2.13017, -1.23425, 6.37087)  0.347
H (0.99998, 0.29980, -3.18373)  0.059
H (4.76234, -0.58092, -8.99220)  0.313
C (0.65409, -1.56953, 4.88635)  0.380
H (5.82127, 1.73721, 0.45238)  0.258
N (-10.22769, 5.74985, 0.69412)  -0.403
C (4.41866, 0.46162, -7.14759)  -1.038
C (-1.70198, -0.28335, 5.04196)  -0.203
N (-2.69615, 3.63719, -0.39378)  -0.614
H (-8.03472, 2.44647, -0.40018)  0.305
H (3.16176, -0.04518, 4.89687)  0.213
C (-2.71275, -1.59789, -2.98624)  0.227
H (-3.47867, 5.37564, 2.57831)  0.315
H (2.52720, -0.15894, -10.00810)  0.298
H (0.70695, -7.21399, 3.68943)  0.330
C (2.23010, -1.24962, -8.24529)  0.231
C (6.23103, 2.67298, 0.06839)  -0.277
H (1.60632, -1.28784, -3.66919)  0.288
H (-7.85221, 4.19494, -0.60541)  0.359
C (-9.16965, 3.66548, 1.85345)  -0.513
H (-4.79944, 3.36663, 1.91553)  -0.616
H (-1.73702, 1.93551, -0.63967)  0.179
H (9.60653, 1.79931, 0.21053)  0.339
C (-7.49982, 3.32915, -0.04304)  -1.071
H (7.79448, 2.82527, 1.53429)  0.310
N (2.22641, 0.31883, 4.99773)  -0.537
C (-4.12839, -1.99179, -2.91337)  -0.496
H (3.08377, -7.41692, 4.47958)  0.298
C (-2.38829, -0.44598, 2.99160)  0.229
H (-3.92076, -4.54721, -4.04045)  0.301
C (-1.38530, 0.91187, -0.84321)  -0.588
C (3.11965, 0.27265, -3.68757)  -0.084

Results
Charge: 0
Orbital gap (eV): 9.38
HOMO level (eV): -9.1
Structure (SMILES): CCCCC1=C(CCN)C(=O)OC1=O.CCCC#N.CCCC#N.CCCC#N.CCCC#N.CCCC#N.CCCC#N.CCCC#N

C38H65Br18ClN2O5 | ωB97M-V with the def2-TZVPD basis set

Last column: Mulliken charge in e.
Atoms and positions in Å:
H (10.63727, 1.47788, 5.06005)  0.374
C (-3.76289, -2.42520, 0.98658)  0.406
H (-2.20227, 5.47527, -0.32433)  0.436
C (0.51967, -2.25681, -1.37330)  -0.417
C (-0.42552, -1.54860, -2.14053)  0.087
C (9.93261, 0.68130, 4.83285)  -0.657
H (-6.00733, 1.62158, 2.41025)  0.341
C (-2.80085, -3.16038, 1.76841)  0.473
H (1.86201, 1.27703, 2.33234)  0.338
C (-2.06709, 3.50080, -1.20292)  -0.279
H (-5.43114, -3.02934, 2.19231)  0.270
H (2.86718, -1.83446, 0.10304)  0.272
H (-4.25814, -7.38811, 5.28306)  0.374
C (-1.18778, -2.71444, 0.24448)  -0.480
C (0.15823, -2.82290, -0.18217)  0.887
Br (9.04800, -1.99085, 5.33514)  -0.096
H (0.69381, -4.52019, 0.97884)  0.318
H (-4.41451, -0.59145, 2.57460)  0.325
C (-6.75711, -2.71933, -10.25363)  -0.600
C (-3.01171, 1.02919, -5.77375)  -0.332
H (-2.05445, 0.72084, -5.36259)  0.112
H (-7.94967, -0.93983, -10.18280)  0.335
H (-2.44593, -0.86172, -2.31210)  0.655
Br (-5.13266, -3.37471, -11.09846)  -0.150
C (-2.82516, 8.61196, -2.61479)  -0.078
H (10.72078, -0.52837, 6.40994)  -0.161
C (10.26872, 0.69853, 10.11159)  -0.535
Br (0.37969, -1.29024, -9.94994)  -0.155
H (-5.02235, 0.22970, -5.97198)  0.462
H (-6.74536, -0.93892, -11.48773)  0.356
C (2.41385, 0.35171, 4.18313)  -0.093
H (3.56405, -2.66821, 2.34510)  0.152
Br (-3.96036, -1.09239, -4.15013)  0.031
H (-0.99647, 3.44955, -1.39176)  0.300
H (-2.16163, 5.44072, -2.09771)  -0.198
H (-3.73437, -0.81891, -6.59246)  -0.103
H (-6.12786, -0.88926, 2.88315)  0.454
H (-2.88639, 9.36628, -1.83377)  0.382
C (-6.58972, 2.13056, 0.38878)  -0.894
C (-4.00087, -0.10336, -5.81969)  -0.284
C (4.12580, -2.98556, 1.46081)  -0.488
H (3.21861, 6.92996, -0.36127)  0.384
H (4.33942, -4.04970, 1.58018)  0.309
H (0.93175, 5.78093, -2.05300)  0.229
C (1.13771, -3.56868, 0.68730)  -0.415
H (-4.57802, -4.91907, 4.50044)  0.265
H (1.52947, -2.34531, -1.74444)  0.647
H (5.03932, -1.34159, 4.25208)  0.241
H (-1.43409, -0.14108, -8.70486)  0.335
C (-6.45484, 1.14208, 1.53180)  -0.415
H (-3.36163, -5.53050, 1.94963)  0.380
N (-1.56065, -3.29452, 1.42367)  -0.148
Br (-2.67058, -2.80257, -8.53027)  -0.088
H (0.05981, -0.23070, -7.74421)  0.361
C (-6.94340, -1.24050, -10.46473)  -0.565
Cl (0.08017, -0.82537, -3.63873)  -0.254
C (-1.71803, -1.41803, -1.73938)  -0.895
H (-0.71007, 8.42123, -2.31559)  0.116
N (-3.42455, -1.87393, -0.14362)  -0.461
C (1.38343, 0.90132, 3.23448)  -0.640
Br (-2.32040, 2.65037, 0.53014)  -0.130
C (10.43505, -0.63213, 5.36629)  -0.068
Br (2.46876, 8.27093, -2.31389)  -0.142
C (5.44830, -1.11475, 2.11059)  -0.157
H (-0.39830, -2.77208, -7.51462)  0.442
H (6.55649, -0.57035, 3.86852)  0.221
C (-4.13009, -5.73443, 3.93072)  0.386
O (2.35739, -3.85132, 0.03010)  -0.471
H (-5.75501, 2.82762, 0.37773)  0.074
H (-6.58693, 1.57312, -0.54651)  0.284
H (1.73325, 4.84524, -0.76996)  0.407
H (-7.43397, 0.75014, 1.83389)  0.314
H (-6.69170, -2.98348, -9.20323)  0.369
C (-0.63294, -0.79207, -8.36784)  -0.516
H (12.03799, 1.40326, 9.08316)  0.363
C (-3.48697, -6.73224, 4.88337)  -1.491
H (8.95407, 0.93740, 5.22576)  0.343
Br (0.35954, 6.65396, 0.21003)  -0.145
C (2.78283, 6.63761, -1.31071)  -0.583
O (-5.15586, -6.42399, 3.20000)  -0.588
C (-2.12454, -2.01484, -0.53529)  -0.067
H (-2.59408, 2.89123, -1.92961)  0.044
Br (12.24394, -1.07093, 9.02311)  -0.133
H (12.32711, 0.73877, 10.70427)  0.363
H (1.31363, -3.02529, 1.62000)  0.155
Br (9.76264, 0.66931, 2.89337)  -0.159
Br (-4.46373, 5.09095, -1.28585)  -0.136
H (-2.09469, -5.46555, 3.17609)  0.315
H (6.43070, -2.29873, 3.63774)  0.280
H (6.20524, -0.49958, 1.62487)  0.374
C (5.87878, -1.36671, 3.55788)  -0.820
H (-1.50966, -1.70474, -6.63885)  -0.038
Br (-5.75430, -0.19524, -9.33541)  -0.097
C (3.32674, -2.82575, 0.17159)  -0.261
H (-2.75020, -7.35410, 4.37730)  0.379
C (11.73898, 0.64109, 9.79488)  -0.638
C (-5.17939, -2.26250, 1.46646)  -0.767
Br (9.19846, 0.91483, 8.50343)  -0.112
H (-3.02237, -6.21700, 5.72326)  0.345
Br (-3.63985, 2.48138, -4.64609)  -0.172
H (-1.14181, 9.37433, -3.75088)  0.428
O (-3.22457, -3.72365, 2.92838)  -0.413
H (-7.57097, -3.27114, -10.71827)  0.344
H (3.51098, 6.07273, -1.88790)  0.382
H (4.03808, -2.94633, -0.64518)  0.354
H (0.78369, 1.68750, 3.68114)  0.401
Br (-4.07514, 9.17938, -3.99046)  -0.140
H (11.27111, -1.02586, 4.79761)  0.432
H (-5.82872, -2.30959, 0.59394)  0.338
C (-1.41629, 8.52229, -3.13807)  -0.413
H (4.51035, -0.54734, 2.08331)  0.122
C (-5.36429, -0.87460, 2.10044)  -0.747
H (-2.86664, 1.45610, -6.76460)  0.422
C (-2.52367, 4.93482, -1.20579)  -0.049
O (5.36128, -2.30244, 1.34752)  -0.427
H (3.21878, 1.06917, 4.32893)  0.445
H (2.82423, -0.59236, 3.84082)  -0.258
C (-1.14764, -1.99553, -7.62485)  -0.318
O (-5.65544, 0.05855, 1.08670)  -0.150
H (-5.95734, -5.89661, 3.19497)  0.322
H (-7.51744, 2.69466, 0.47360)  0.374
H (10.04836, 1.56462, 10.73116)  0.337
Br (0.15218, -0.47700, 2.63505)  -0.015
Br (1.67854, 0.02892, 5.95271)  -0.152
Br (-1.15448, 6.93876, -4.24180)  -0.151
H (9.91171, -0.20061, 10.60234)  0.372
C (-3.11502, -5.16084, 2.94612)  -0.455
C (1.51259, 5.84537, -1.13695)  -0.520
H (-3.19319, 7.66397, -2.23403)  -0.162

Results
Charge: 0
Orbital gap (eV): 8.68
HOMO level (eV): -8.7
Structure (SMILES): CCOCCOCc1cc(Cl)cc2nc(CCOCC)c(OC[C@H](C)O)nc12.BrCCBr.BrCCBr.BrCCBr.BrCCBr.BrCCBr.BrCCBr.BrCCBr.BrCCBr.BrCCBr

C38H68AgN3O15 | ωB97M-V with the def2-TZVPD basis set

Last column: Mulliken charge in e.
Atoms and positions in Å:
H (5.02982, -2.28164, 0.03434)  0.116
H (4.06699, 0.24714, 4.55690)  0.238
C (1.32404, -1.08944, 4.96295)  0.190
H (-3.67397, 2.54445, -4.85340)  0.267
C (-3.54115, 5.69353, -1.14058)  -0.468
C (-4.20060, -0.84259, -1.37456)  -1.879
C (-4.40540, -1.81452, -3.66162)  -1.124
H (2.40377, -1.04405, 4.82080)  -0.485
C (3.14509, 2.18084, -2.50948)  -0.533
H (-2.33033, 1.20454, -2.02919)  0.133
H (-3.62097, -2.43328, -3.22586)  0.457
C (4.19965, -2.12339, 2.10652)  1.452
H (-0.70865, -0.05155, -4.12564)  0.074
H (6.01274, 1.76161, 1.81575)  0.435
O (-1.70343, 0.23066, 3.62422)  -0.348
O (3.13420, -0.63274, 0.65996)  -0.028
H (5.49946, -3.58308, 1.12748)  0.489
C (4.88138, 0.13924, 3.84049)  -1.360
C (-2.92091, 4.12891, 0.39152)  0.364
O (-1.92185, 0.46534, 0.78010)  0.152
H (0.33521, -1.44212, 2.95195)  0.366
C (-2.17810, 5.19022, -1.58363)  -0.369
H (1.34896, 2.14445, -1.40883)  -0.848
C (5.66742, -1.15666, 4.01745)  -0.636
H (-4.14321, -2.53679, -5.67388)  0.437
H (2.70641, 1.47432, -0.53453)  -0.679
O (-3.11329, 1.53908, -2.47266)  -0.069
H (-6.60185, -0.49526, -3.39134)  0.339
C (5.31517, -2.51083, 1.06106)  -1.533
H (6.24514, -1.94814, 1.14264)  0.362
H (-0.91228, 0.79157, -5.59239)  0.563
C (-5.00472, -3.91679, 3.48732)  -0.452
C (-3.83528, -2.01921, 4.52570)  0.042
H (6.16275, 0.02580, 1.21748)  0.213
H (-2.89118, -0.71017, -6.47479)  0.434
H (-2.74929, -2.06804, 4.60522)  -0.004
H (-4.24840, 5.55771, -1.95878)  0.325
H (2.69066, -3.39216, 0.92023)  0.194
O (0.07687, -0.17479, 0.72559)  -0.885
C (-4.17334, -1.56933, -5.17269)  -0.763
O (0.83981, -3.31086, -2.66477)  -0.403
C (-4.59147, -3.26900, 4.79875)  -0.721
H (0.31068, -2.05304, -1.04319)  0.044
O (-0.82499, 0.59083, -1.02832)  -0.090
H (5.28740, 2.78885, -2.00271)  0.270
C (0.78428, -0.14605, 6.05308)  -0.716
H (-4.76996, -1.72279, -1.07593)  0.499
C (5.50707, 0.84321, 1.51751)  -1.359
C (2.41459, 2.27158, -1.21813)  2.155
H (-5.96226, -4.43074, 3.40334)  0.352
C (-4.19997, -1.81996, 3.04600)  0.389
H (2.43549, 2.54597, -3.25194)  0.367
H (1.22160, -2.17207, 5.03734)  0.389
H (-4.98692, -0.97412, -5.58733)  0.380
H (3.85268, -2.35067, 4.28666)  0.352
O (-4.03413, -0.82397, 2.28802)  -0.444
C (3.66157, 4.17642, -1.48750)  0.464
H (3.21059, -2.27231, -1.53811)  -0.360
H (-6.09497, 0.92412, -2.45381)  0.315
H (-4.37006, 1.38779, -5.96610)  0.396
H (-0.52941, -1.75225, -2.57742)  -0.822
H (3.37311, -4.09856, 2.38073)  0.530
H (-3.40585, 6.71618, -0.78844)  0.320
C (0.55423, -0.68469, 3.70457)  1.318
C (-2.75564, 0.53451, -4.65514)  1.740
H (-4.21560, -4.62444, 3.23311)  0.242
H (-1.35544, 3.28057, -0.69846)  -0.674
H (-0.77873, 4.77862, -0.09146)  0.540
N (3.59281, -0.80491, 1.97304)  1.087
H (6.03067, -1.42607, 5.00920)  0.448
H (-0.99330, 1.63971, -3.95598)  0.490
O (-0.45925, 0.32743, 5.52745)  -0.338
H (2.15527, -2.91300, 2.51954)  0.111
N (-0.88704, 0.23556, 0.15245)  0.213
H (-5.38921, -2.28266, -3.62872)  0.411
H (-2.10718, -1.50459, -5.05695)  0.360
H (-5.62812, 0.66880, -4.16336)  0.422
C (-4.41216, -0.45547, -2.90171)  1.267
N (-3.29329, 0.42057, -3.28876)  0.916
C (1.61346, -1.14023, -2.43503)  0.616
H (5.64302, 0.87658, 4.09414)  0.447
H (1.02354, 0.09103, 3.09948)  -0.763
C (3.39158, 1.59748, 2.62633)  -1.697
O (-4.88905, -2.89541, 2.54232)  -0.332
H (2.92855, 1.89298, 1.68486)  0.099
H (1.52524, 0.63954, 6.20120)  0.319
H (-3.17647, -1.10627, -1.11050)  0.128
C (0.42041, -2.04136, -2.12759)  0.889
H (-1.45583, 5.99735, -1.70596)  0.377
C (2.16067, -3.38892, -2.95333)  0.312
O (2.65825, -4.48262, -3.33159)  -0.646
H (4.67376, 3.66478, -3.31161)  0.353
H (2.69764, 1.50321, 3.46159)  0.212
C (-2.91456, -0.85484, -5.39469)  -1.013
H (-4.30750, -1.20029, 5.06836)  0.277
Ag (-3.25073, 1.34555, 2.53202)  0.601
H (6.53473, -1.26968, 3.36700)  0.321
H (5.04019, 0.97329, 0.54118)  0.146
H (-2.76318, 1.98860, -6.25755)  0.516
H (1.55999, -0.33551, -1.70176)  -0.921
C (4.68994, -2.19963, 3.60529)  -1.312
C (2.83906, -2.04321, -2.53690)  0.056
C (3.03591, -3.16565, 1.92900)  -1.676
H (-4.58020, -0.03679, -0.74633)  0.366
C (-1.26758, 0.77625, -4.56204)  -2.208
O (3.85109, 5.37982, -1.40418)  -0.641
H (-4.01037, -3.87513, 5.49376)  0.388
H (2.18038, -0.65749, 0.76587)  0.263
O (2.69599, 3.61255, -0.82148)  -0.451
O (-2.99345, 3.28369, 1.34746)  -0.546
C (4.34830, 3.18593, -2.38808)  -0.607
H (3.42481, 1.17306, -2.81647)  0.237
H (-2.31243, 4.57614, -2.47412)  -0.001
H (1.45535, -0.86732, -3.47840)  0.618
C (-1.67855, 4.29718, -0.47439)  0.462
H (5.27714, -3.11623, 3.66131)  0.467
C (-3.44410, 1.67335, -5.46695)  -1.761
H (-5.52453, -3.01407, 5.30125)  0.261
C (-5.77784, 0.19079, -3.19527)  -1.461
H (0.67404, -0.65882, 7.00861)  0.336
C (-0.69002, -0.04652, 4.28542)  -0.104
C (4.28952, 0.39485, 2.40927)  1.357
H (3.65376, -1.81053, -3.22264)  0.486
H (4.07532, 2.41378, 2.85923)  0.549
O (-3.87970, 4.95735, 0.03354)  -0.356

Results
Charge: +1
Multiplicity: 2
<S²>: 0.75
Orbital gap (alpha / beta) (eV): 8.46 / 4.50
HOMO level (alpha / beta) (eV): -10.3 / -10.3

no.,total energy (eV)
1,-58505.782
2,-1326965.581
3,-79676.665